1.
The following is a quantum chemistry calculation of a 2-piece molecular cluster, C2H9NO overall in a non-equilibrium geometry, from the OMol25 dataset.

Each line ends with the Mulliken charge.
Cartesian coordinates (Å):
C  1.533  -1.120  -0.034  -0.6762
N  -1.334  1.979  1.397  -0.7864
H  2.069  -1.513  -0.915  0.2729
H  1.949  -0.105  0.038  0.3138
H  1.709  -1.681  0.876  0.2572
H  -1.198  0.983  1.380  0.2970
H  -0.489  2.475  1.136  0.2561
H  -2.019  2.203  0.682  0.2512
C  -0.314  -0.083  -1.113  -0.4713
O  0.148  -1.186  -0.289  -0.3475
H  0.525  0.073  -1.786  0.3391
H  -1.227  -0.441  -1.581  0.2108
H  -0.486  0.770  -0.445  0.0833

Structure (SMILES): COC.N
Spin multiplicity: 1
Molecular weight (g/mol): 63.100
HOMO (eV): -9.63

---

2.
The following is a quantum chemistry calculation of a 2-piece molecular cluster, C21H20F3N5O6S2 overall in a non-equilibrium geometry, from the OMol25 dataset.

Each line ends with the Mulliken charge.
Cartesian coordinates (Å):
C  -2.627  -2.943  0.685  -2.2588
C  -1.863  -1.655  0.365  2.4957
C  -1.926  -1.388  -1.136  -1.7231
C  -2.475  -0.507  1.164  -1.5125
C  -0.380  -1.766  0.787  -0.8109
C  0.265  -3.029  0.273  -0.9047
C  1.656  -3.141  0.820  -0.7946
N  2.355  -1.882  0.559  0.2806
C  3.745  -1.779  0.606  0.3123
C  4.187  -0.493  0.288  0.7801
C  5.557  -0.218  0.307  -0.7091
C  6.456  -1.229  0.694  -0.5584
C  5.991  -2.503  1.054  -0.6719
C  4.620  -2.788  1.013  -0.7038
S  2.831  0.575  -0.004  -0.3082
C  1.669  -0.716  0.339  -0.1422
N  0.383  -0.577  0.401  0.4697
H  -2.492  -3.233  1.735  0.4221
H  -3.699  -2.796  0.509  0.4705
H  -2.302  -3.773  0.047  0.4560
H  -1.202  -0.612  -1.407  0.1861
H  -1.681  -2.292  -1.707  0.3450
H  -2.923  -1.038  -1.429  0.5218
H  -1.735  0.287  1.300  0.0678
H  -3.339  -0.081  0.639  0.4019
H  -2.785  -0.840  2.163  0.4167
H  -0.380  -1.817  1.896  0.3903
H  -0.310  -3.902  0.584  0.3827
H  0.272  -3.010  -0.824  0.3169
H  1.641  -3.321  1.904  0.3983
H  2.203  -3.964  0.355  0.5456
H  5.899  0.775  0.027  0.3927
H  7.528  -1.021  0.724  0.3587
H  6.697  -3.275  1.370  0.3651
H  4.230  -3.763  1.310  0.3505
O  -1.870  0.991  -3.440  -0.5681
S  -0.744  1.634  -2.802  0.9587
O  0.503  0.933  -2.572  -0.4981
C  -0.294  3.128  -3.857  0.8010
F  0.144  2.669  -5.043  -0.1844
F  -1.372  3.921  -4.055  -0.2108
F  0.682  3.845  -3.265  -0.2179
C  -1.340  2.304  -1.243  0.4279
C  -0.661  2.039  -0.038  0.6503
C  -1.180  2.653  1.111  -0.3514
N  -0.806  2.461  2.444  0.8584
O  0.094  1.842  2.986  -0.6621
O  -1.734  3.223  3.213  -0.2087
N  -2.694  3.801  2.413  -0.5736
C  -2.355  3.428  1.141  0.8332
C  -3.065  3.624  -0.101  -1.0091
N  -4.316  4.338  -0.228  0.9220
O  -4.917  4.782  0.770  -0.5555
O  -4.760  4.477  -1.395  -0.5934
C  -2.538  3.042  -1.268  -0.5998
H  0.232  1.422  0.025  0.1070
H  -3.075  3.156  -2.209  0.6456

Spin multiplicity: 1
Molecular weight (g/mol): 559.548
HOMO (eV): -8.12

---

3.
The following is a quantum chemistry calculation of a 2-piece molecular cluster, H2N2O3S overall in a non-equilibrium geometry, from the OMol25 dataset.

Each line ends with the Mulliken charge.
Cartesian coordinates (Å):
N  -0.233  0.317  0.013  -0.5037
N  1.458  3.127  -0.596  0.2950
O  -0.683  2.516  -1.150  -0.4728
O  1.910  3.516  -1.551  -0.0514
O  0.574  0.755  -2.322  -0.5280
S  -0.594  1.080  -1.515  0.7276
H  -0.971  0.386  0.695  0.2612
H  0.068  -0.642  -0.108  0.2721

Spin multiplicity: 1
Molecular weight (g/mol): 110.094
HOMO (alpha / beta) (eV): -9.41 / -8.29

---

Q: molecular weight of number 3 (H2N2O3S)?
A: 110.094 g/mol

---

Please write out number 1 again, unchanged.
The following is a quantum chemistry calculation of a 2-piece molecular cluster, C2H9NO overall in a non-equilibrium geometry, from the OMol25 dataset.

Each line ends with the Mulliken charge.
Cartesian coordinates (Å):
C  1.533  -1.120  -0.034  -0.6762
N  -1.334  1.979  1.397  -0.7864
H  2.069  -1.513  -0.915  0.2729
H  1.949  -0.105  0.038  0.3138
H  1.709  -1.681  0.876  0.2572
H  -1.198  0.983  1.380  0.2970
H  -0.489  2.475  1.136  0.2561
H  -2.019  2.203  0.682  0.2512
C  -0.314  -0.083  -1.113  -0.4713
O  0.148  -1.186  -0.289  -0.3475
H  0.525  0.073  -1.786  0.3391
H  -1.227  -0.441  -1.581  0.2108
H  -0.486  0.770  -0.445  0.0833

Structure (SMILES): COC.N
Spin multiplicity: 1
Molecular weight (g/mol): 63.100
HOMO (eV): -9.63

---

Q: Look up the molecular weight of the second one.
A: 559.548 g/mol

---

Copy entry 1 word for word.
The following is a quantum chemistry calculation of a 2-piece molecular cluster, C2H9NO overall in a non-equilibrium geometry, from the OMol25 dataset.

Each line ends with the Mulliken charge.
Cartesian coordinates (Å):
C  1.533  -1.120  -0.034  -0.6762
N  -1.334  1.979  1.397  -0.7864
H  2.069  -1.513  -0.915  0.2729
H  1.949  -0.105  0.038  0.3138
H  1.709  -1.681  0.876  0.2572
H  -1.198  0.983  1.380  0.2970
H  -0.489  2.475  1.136  0.2561
H  -2.019  2.203  0.682  0.2512
C  -0.314  -0.083  -1.113  -0.4713
O  0.148  -1.186  -0.289  -0.3475
H  0.525  0.073  -1.786  0.3391
H  -1.227  -0.441  -1.581  0.2108
H  -0.486  0.770  -0.445  0.0833

Structure (SMILES): COC.N
Spin multiplicity: 1
Molecular weight (g/mol): 63.100
HOMO (eV): -9.63